{
  "formula": "C32H37BrF4N7O6PSY",
  "method": "ωB97M-V/def2-TZVPD",
  "species": ["Y", "F", "C", "C", "F", "C", "F", "C", "P", "C", "C", "C", "C", "C", "C", "C", "C", "C", "C", "C", "C", "C", "Br", "C", "F", "H", "H", "H", "H", "H", "H", "H", "H", "H", "H", "N", "C", "C", "C", "C", "N", "C", "N", "N", "C", "O", "O", "H", "H", "H", "H", "H", "H", "H", "H", "H", "H", "H", "H", "H", "H", "C", "C", "S", "O", "O", "C", "C", "N", "C", "N", "C", "C", "N", "O", "O", "C", "H", "H", "H", "H", "H", "H", "H", "H", "H", "H", "H", "H", "H"],
  "xyz": [[0.08860, 1.14702, -0.77844], [-6.39592, -2.61141, -0.00459], [-5.51691, -1.64065, -0.02533], [-5.90457, -0.33736, 0.23266], [-7.16154, -0.06041, 0.49218], [-4.95542, 0.66994, 0.21453], [-5.36222, 1.90792, 0.47124], [-3.61356, 0.43016, -0.06696], [-2.44652, 1.84154, -0.14116], [-2.69534, 2.81060, 1.36103], [-2.46391, 4.18814, 1.31774], [-2.56826, 4.94134, 2.47803], [-2.89675, 4.32338, 3.67729], [-3.10493, 2.95161, 3.72235], [-2.99531, 2.18883, 2.56999], [-3.01314, 2.78614, -1.58731], [-2.40755, 2.45004, -2.80265], [-2.78295, 3.07007, -3.98222], [-3.76274, 4.05299, -3.94963], [-4.36426, 4.40135, -2.74725], [-3.99784, 3.76925, -1.56607], [-3.26284, -0.89100, -0.33671], [-1.49236, -1.43566, -0.81610], [-4.18855, -1.91348, -0.31170], [-3.82086, -3.16200, -0.56404], [-2.21895, 4.67268, 0.37983], [-2.40145, 6.01056, 2.44434], [-2.99643, 4.91561, 4.57809], [-3.35905, 2.47443, 4.65976], [-3.15642, 1.11715, 2.61286], [-1.65322, 1.66190, -2.84008], [-2.33214, 2.78279, -4.92463], [-4.06409, 4.54354, -4.86656], [-5.13210, 5.16375, -2.72700], [-4.48655, 4.04051, -0.64069], [2.23256, 0.11080, -0.86816], [2.55187, -0.30454, 0.54771], [3.51750, -1.50682, 0.55446], [3.52429, -2.47313, 1.74868], [3.71665, -1.82905, 3.13336], [2.93304, -2.52817, 4.15214], [3.35970, -3.32842, 5.12070], [2.46759, -3.97116, 5.87715], [4.65614, -3.50892, 5.35867], [1.20624, -0.43627, 1.31569], [0.93065, -1.34908, 2.04986], [0.41681, 0.60259, 1.09015], [2.38261, -0.69661, -1.46462], [2.92256, 0.80708, -1.16900], [3.02741, 0.55771, 1.02011], [4.52420, -1.11190, 0.40425], [3.29415, -2.12346, -0.32039], [4.32379, -3.19366, 1.57123], [2.59175, -3.02838, 1.75381], [3.37330, -0.79684, 3.13647], [4.76672, -1.81280, 3.41562], [1.93663, -2.45422, 4.00389], [1.48319, -3.91320, 5.68793], [2.75338, -4.52858, 6.66379], [5.36422, -2.98821, 4.87451], [4.96471, -4.10989, 6.10405], [6.91649, 3.48352, -2.65054], [6.38821, 3.19429, -1.24734], [4.65380, 3.57218, -1.03854], [4.37173, 3.84189, 0.34997], [3.86213, 2.50434, -1.65370], [4.38993, 5.07530, -2.00419], [3.06984, 5.84347, -1.72650], [1.96720, 5.03940, -1.16315], [1.35367, 4.05142, -1.82735], [0.61042, 3.31983, -0.99457], [0.73038, 3.89386, 0.25871], [1.55611, 4.95041, 0.15940], [1.93957, 5.80828, 1.26480], [1.49127, 5.48016, 2.34015], [2.68770, 6.73896, 1.04352], [1.48393, 3.82180, -3.28879], [7.86819, 2.97426, -2.78789], [7.09669, 4.54619, -2.80610], [6.23615, 3.11620, -3.42029], [6.89861, 3.75745, -0.46615], [6.43370, 2.13028, -1.01136], [4.47020, 4.77439, -3.04747], [5.23372, 5.71673, -1.74370], [2.71329, 6.26283, -2.66370], [3.25547, 6.64904, -1.03460], [0.22740, 3.53497, 1.14374], [1.33214, 4.74928, -3.84122], [0.73290, 3.10808, -3.62151], [2.47284, 3.43073, -3.53471]],
  "atomic_forces_ev_per_a": [[-0.349, -0.072, -2.051], [-0.056, -0.063, -0.002], [-0.080, 0.010, 0.017], [-0.073, -0.014, 0.028], [-0.056, 0.005, 0.030], [0.179, 0.057, -0.017], [-0.040, 0.010, -0.030], [0.000, 0.199, 0.117], [-1.558, -0.018, 0.002], [0.151, 0.138, -0.105], [-0.026, -0.061, 0.057], [0.022, -0.003, -0.029], [-0.005, 0.045, 0.007], [-0.003, -0.040, 0.041], [-0.002, -0.036, -0.017], [0.165, -0.035, 0.065], [-0.107, 0.160, 0.157], [0.071, -0.078, -0.099], [-0.055, 0.038, 0.003], [0.008, -0.007, 0.029], [-0.046, 0.030, -0.063], [0.064, 0.146, -0.015], [-0.027, 0.103, -0.123], [0.254, -0.192, -0.075], [-0.077, 0.041, 0.006], [-0.030, 0.033, 0.004], [-0.019, -0.033, 0.001], [0.017, -0.032, -0.026], [-0.002, 0.005, -0.022], [-0.016, 0.033, 0.017], [0.003, -0.132, -0.108], [-0.003, 0.021, 0.049], [0.009, -0.019, 0.032], [0.013, -0.018, -0.010], [0.012, -0.010, 0.030], [0.503, -0.235, 0.372], [-0.167, -0.237, 0.166], [-0.073, -0.024, 0.111], [0.038, 0.108, 0.048], [-0.062, -0.138, -0.153], [-0.057, 0.120, -0.216], [-0.006, -0.082, 0.085], [0.098, 0.034, -0.050], [0.039, 0.021, 0.023], [0.548, -0.318, 0.304], [0.009, 0.150, 0.020], [0.475, -0.444, 1.422], [0.015, -0.095, -0.120], [0.068, 0.073, -0.057], [0.053, 0.071, -0.010], [0.006, 0.025, -0.098], [0.046, -0.016, -0.028], [-0.025, -0.034, -0.011], [-0.016, -0.029, 0.031], [0.038, 0.077, 0.051], [-0.002, 0.068, 0.011], [-0.047, -0.036, 0.083], [-0.054, 0.015, 0.005], [0.006, -0.024, 0.012], [-0.012, 0.006, 0.006], [-0.005, -0.026, 0.010], [-0.005, -0.040, 0.004], [-0.171, 0.163, -0.152], [-0.185, 0.047, 0.214], [0.003, 0.064, -0.129], [0.055, 0.057, -0.131], [-0.196, -0.269, 0.245], [0.080, -0.128, -0.027], [0.342, 0.067, 0.122], [-0.006, -0.044, -0.071], [0.038, 0.703, -0.016], [0.020, 0.022, 0.096], [0.125, -0.024, -0.015], [0.449, -0.032, 0.118], [-0.038, 0.110, -0.207], [-0.277, -0.170, -0.053], [0.158, -0.017, 0.035], [0.005, -0.007, 0.037], [-0.045, -0.020, -0.001], [0.043, -0.031, 0.006], [0.036, -0.010, -0.024], [-0.009, -0.008, 0.073], [0.073, 0.059, 0.008], [-0.061, 0.066, -0.121], [0.015, 0.083, -0.018], [-0.032, 0.117, 0.092], [-0.025, 0.005, -0.003], [-0.054, -0.007, -0.010], [-0.053, 0.015, -0.012], [-0.041, -0.006, 0.021]],
  "mulliken_charge": [0.435, -0.238, 0.632, 0.231, -0.247, 0.031, -0.374, 0.356, 0.918, 0.904, -0.675, -0.752, -0.706, -0.712, -0.855, 0.771, -0.443, -0.913, -0.610, -0.775, -0.057, -0.129, 0.004, 0.249, -0.299, 0.586, 0.508, 0.455, 0.468, 0.457, 0.393, 0.500, 0.443, 0.465, 0.477, -0.204, 0.622, -1.048, -0.827, -0.894, -0.058, 0.865, -0.369, -0.317, 0.173, -0.585, -0.377, 0.303, 0.178, 0.380, 0.415, 0.445, 0.458, 0.431, 0.235, 0.392, 0.220, 0.191, 0.194, 0.165, 0.215, -1.155, -0.556, 1.328, -0.808, -0.962, -0.816, -1.284, 0.305, 0.911, 0.186, 0.114, -1.217, 1.141, -0.580, -0.637, -1.783, 0.382, 0.329, 0.321, 0.461, 0.400, 0.597, 0.661, 0.342, 0.471, 1.109, 0.471, 0.270, 0.299],
  "gap_ev": 7.922,
  "relative_energy_kcal_mol": 16.77,
  "total_energy_ev": -158557.457,
  "lumo_ha": -0.286,
  "molar_mass_g_mol": 923.53,
  "total_charge": 3
}